C33H40BN10O3Pd | wB97M-V/def2-TZVPD

Properties
- ⟨S²⟩: 8.815
- HOMO-LUMO gap (alpha / beta): 6.2 / 4.8 eV
- Energy above the lowest of the compared OMol25 structures with the same formula, charge and spin: 0.0 kcal per mole
- Lowest unoccupied orbital energy (alpha / beta): -10.709 / -13.778 eV
- E_tot: -2206.037170 Eh
- HOMO energy (alpha / beta): -16.9113 / -18.6184 eV

The geometry in ORCA input format:
```
! RIJCOSX wB97M-V def2-TZVPD def2/J DEFGRID3
* xyz 4 6
Pd -0.7317 -0.2810 -0.1829
C -0.4640 3.2592 0.0283
C -1.4017 2.5313 0.9284
C -2.3105 3.0555 1.8516
C -2.9190 1.9651 2.4284
N -2.4113 0.8405 1.8881
N -1.4846 1.1990 0.9641
B -2.6438 -0.6534 2.2565
N -1.2685 -1.3091 2.5179
C -0.7835 -2.0374 3.5390
C 0.5363 -2.3340 3.2915
C 0.8287 -1.7440 2.0602
C 2.1347 -1.7064 1.3424
N -0.2775 -1.1465 1.6002
N -3.3070 -1.3933 1.0831
C -4.3327 -2.2603 0.9372
C -4.3882 -2.6753 -0.3688
C -3.3199 -2.0424 -1.0130
C -2.9225 -2.1840 -2.4420
N -2.6779 -1.2825 -0.1194
N -3.5081 -0.6505 3.5657
C -4.8926 -0.8838 3.7936
C -5.1436 -0.6931 5.1085
C -3.9056 -0.3247 5.6726
C -3.5351 0.0022 7.0423
N -2.9241 -0.3008 4.6578
H -1.0000 3.7166 -0.8052
H 0.3021 2.5974 -0.3751
H 0.0236 4.0647 0.5750
H -2.4849 4.0935 2.0778
H -3.6731 1.9330 3.1966
H -1.3949 -2.3013 4.3839
H 1.2069 -2.8938 3.9208
H 2.4489 -2.7077 1.0463
H 2.9045 -1.3158 2.0070
H 2.0933 -1.0785 0.4530
H -4.9540 -2.5703 1.7573
H -5.0986 -3.3554 -0.8074
H -3.7636 -2.5669 -3.0156
H -2.1035 -2.8969 -2.5516
H -2.6213 -1.2325 -2.8759
H -5.5684 -1.1103 2.9885
H -6.0897 -0.7863 5.6163
H -4.3978 0.0664 7.6986
H -2.9544 0.9302 7.0676
H -2.8526 -0.7723 7.4225
O -5.6491 4.8791 -3.5511
C -4.9331 3.9521 -4.1650
O -5.1604 3.5675 -5.2754
C -3.8230 3.2272 -3.4651
C -2.6186 3.0295 -4.1847
C -1.6446 2.2167 -3.6969
C -1.8367 1.5077 -2.4608
C -3.0535 1.7449 -1.7288
C -4.0159 2.5693 -2.2284
N -0.9599 0.5915 -2.0149
C -0.0636 -0.0129 -2.9248
C 0.4077 -1.2781 -2.5911
C 1.0907 -2.1311 -3.4824
C 1.3600 -3.4261 -3.1029
C 0.9556 -3.8725 -1.8411
C 0.3358 -2.9859 -0.9799
N 0.0961 -1.7199 -1.3276
H -5.2651 5.1774 -2.7160
H -2.4933 3.5331 -5.1346
H -0.7227 2.1217 -4.2488
H -3.2254 1.1934 -0.8162
H -4.9543 2.6882 -1.7007
H 0.1147 0.4082 -3.9000
H 1.3556 -1.7667 -4.4657
H 1.8608 -4.1008 -3.7845
H 1.1229 -4.8925 -1.5257
H 0.0191 -3.2876 0.0095
C 3.7884 2.9507 3.4058
C 5.0957 3.2325 2.7220
O 5.0773 2.8948 1.3431
C 6.1930 3.2634 0.5380
C 6.1264 2.6426 -0.8248
H 3.9500 3.1700 4.4625
H 3.4770 1.9101 3.3379
H 2.9879 3.5979 3.0522
H 5.9306 2.6451 3.1476
H 5.4278 4.2793 2.7946
H 7.1027 3.0278 1.1122
H 6.1642 4.3709 0.5160
H 6.1904 1.5573 -0.7641
H 6.9808 2.9986 -1.4002
H 5.2195 2.9362 -1.3504
*
```